Version P
Molecular formula: C3N2O2
Method: DFT, ωB97M-V/def2-TZVPD

Last column: Löwdin charge in e.
Atoms and positions in Å:
C1 0.9197 -0.1278 0.2259  0.084
C2 -0.3549 -0.4035 0.2124  0.127
C3 2.2268 0.1429 -0.0197  -0.245
N1 3.2900 0.4110 -0.2468  0.207
N2 -1.6899 -0.1190 0.0508  -0.421
O1 -1.7940 1.0112 -0.3672  0.124
O2 -2.5976 -0.9149 0.1446  0.124

## Properties
E_HOMO: -11.24 eV
SMILES string: N#CC#C[N+](=O)[O-]
LUMO level: -2.2 eV

=====

Version Q
Molecular formula: C3N2O2
Method: DFT, ωB97M-V/def2-TZVPD

Last column: Löwdin charge in e.
Atoms and positions in Å:
C1 0.7962 0.1082 -0.1110  0.068
C2 -0.5194 0.1524 -0.1117  0.140
C3 2.1443 -0.0260 -0.0623  -0.228
N1 3.2983 -0.0597 0.1323  0.198
N2 -1.8930 -0.0117 0.0120  -0.425
O1 -2.6000 0.9655 0.0582  0.126
O2 -2.2815 -1.1665 0.0406  0.121

## Properties
E_HOMO: -11.32 eV
SMILES string: N#CC#C[N+](=O)[O-]
LUMO level: -2.4 eV

=====

Which of them is the least stable? Correct choice: version P.

=====

Version P
Molecular formula: C3H2BrF3
Method: DFT, ωB97M-V/def2-TZVPD

Last column: Löwdin charge in e.
Atoms and positions in Å:
C1 0.5120 0.1235 -0.2644  -0.029
C2 -1.7048 0.3713 -1.4982  -0.565
C3 0.8227 0.0212 1.1467  -0.237
F1 1.3511 0.9769 -0.8569  0.034
F2 -1.2364 0.0295 -2.6666  -0.094
F3 0.0865 -0.9139 1.8014  -0.060
Br1 -2.4393 -1.1401 -0.6672  0.619
H1 1.9819 -0.3943 1.3107  0.203
H2 0.6264 0.9260 1.6946  0.129

## Properties
E_HOMO: -9.17 eV
LUMO level: -1.2 eV

=====

Version Q
Molecular formula: C3H2BrF3
Method: DFT, ωB97M-V/def2-TZVPD

Last column: Löwdin charge in e.
Atoms and positions in Å:
C1 -0.7094 -0.1744 -0.6191  -0.181
C2 -0.2874 1.0182 -1.1025  -0.726
C3 0.5188 -0.8933 1.0442  -0.089
F1 -1.8793 -0.7754 -0.4958  0.047
F2 -0.8523 1.9120 -1.9384  -0.008
F3 0.6015 0.1042 1.8787  -0.030
Br1 1.4284 1.5389 -0.5634  0.827
H1 -0.3006 -1.5930 1.1908  0.084
H2 1.4803 -1.1372 0.6055  0.076

## Properties
E_HOMO: -9.33 eV
LUMO level: 0.4 eV

=====

Which of them is the least stable? Correct choice: version P.

=====

Version P
Molecular formula: C4H8FIO
Method: DFT, ωB97M-V/def2-TZVPD

Last column: Löwdin charge in e.
Atoms and positions in Å:
C1 1.1426 -1.8540 0.2583  -0.092
C2 -1.0012 2.1478 0.6968  -0.166
C3 1.2902 -0.6372 -0.5629  -0.262
C4 -1.1460 0.7294 0.2543  -0.774
O1 0.8956 -0.5882 -1.8334  -0.081
F1 -1.6484 -0.0726 1.2426  -0.101
I1 -2.1502 0.3742 -1.5898  0.854
H1 0.1290 -2.2529 0.1865  0.079
H2 1.8262 -2.6356 -0.0907  0.081
H3 1.3667 -1.6420 1.2981  0.080
H4 -0.6916 2.7653 -0.1408  0.064
H5 -0.2339 2.1923 1.4728  0.077
H6 -1.9253 2.5518 1.1214  0.078
H7 1.9119 0.1930 -0.2784  0.105
H8 0.2344 -1.2713 -2.0347  0.059

## Properties
E_HOMO (alpha / beta): -6.83 / -7.89 eV
LUMO level (alpha / beta): 0.0 / 0.6 eV

=====

Version Q
Molecular formula: C4H8FIO
Method: DFT, ωB97M-V/def2-TZVPD

Last column: Löwdin charge in e.
Atoms and positions in Å:
C1 -0.6346 -0.7625 -1.6673  -0.046
C2 -0.2957 1.2335 1.7371  -0.015
C3 -0.2570 0.2708 -0.5464  -0.143
C4 -0.4531 0.2134 0.7203  -0.508
O1 2.0646 -1.0227 -0.7388  -0.774
F1 -1.1146 -0.7973 1.1829  0.094
I1 2.8603 -1.1942 1.0131  0.892
H1 -1.1973 -0.1115 -2.4304  0.105
H2 0.0784 -1.2235 -2.2382  0.036
H3 -1.4757 -1.2662 -1.1683  0.084
H4 0.7198 1.5971 1.6155  0.083
H5 -0.6309 0.8501 2.6585  0.072
H6 -1.0702 2.0309 1.5044  0.120
H7 0.2751 1.1207 -0.9715  0.128
H8 1.1310 -0.9384 -0.6709  -0.128

## Properties
E_HOMO: -9.17 eV
SMILES string: C/C=C(/C)F.OI
LUMO level: -0.2 eV

=====

Which of them is the least stable? Correct choice: version P.

=====

Version P
Molecular formula: C2H15NO4
Method: DFT, ωB97M-V/def2-TZVPD

Last column: Löwdin spin population.
Atoms and positions in Å:
C1 1.9857 2.0714 0.8984  0.069
N1 0.6490 1.5703 1.3226  0.039
C2 -0.3437 2.5166 0.9503  0.103
H1 2.1502 2.7919 1.7226  0.003
H2 2.0362 2.5489 -0.1007  0.007
H3 2.7211 1.2595 0.8220  0.018
H4 0.6878 0.6818 0.8381  0.052
H5 -1.3552 2.1021 1.0260  0.041
H6 -0.3510 3.4544 1.5101  0.005
H7 -0.2465 2.7947 -0.0944  0.017
H8 -0.5853 -0.7523 2.8188  0.037
H9 -0.6245 0.1514 1.5025  0.022
O1 -0.8832 -0.6975 1.9034  0.111
H10 -0.7599 -1.1535 -0.1960  0.047
H11 -2.2213 -1.4305 -0.6075  0.086
O2 -1.2987 -1.4686 -0.9615  0.153
H12 -1.5247 -2.2969 -3.9778  0.014
H13 -1.0198 -1.7345 -2.6897  0.012
O3 -0.8472 -1.6914 -3.6596  0.054
H14 -0.0397 -3.3927 -0.6066  0.021
H15 1.0616 -3.4798 -1.6368  0.014
O4 0.8090 -3.8454 -0.7840  0.075

## Properties
E_HOMO (alpha / beta): 0.68 / -6.19 eV
Total charge: -1
2S+1: 2
LUMO level (alpha / beta): 3.8 / 3.6 eV

=====

Version Q
Molecular formula: C2H15NO4
Method: DFT, ωB97M-V/def2-TZVPD

Last column: Löwdin spin population.
Atoms and positions in Å:
H1 0.6881 1.0104 -0.5045  0.021
O1 -0.4435 1.5743 -0.5182  0.100
N1 1.6264 0.1068 -0.6335  0.131
H2 -0.2938 2.3234 0.0082  0.033
H3 1.4107 -0.0402 -1.5835  0.060
C1 1.1916 -1.0423 0.1070  0.147
H4 0.0741 -0.9991 0.3172  0.010
H5 1.6338 -0.9320 1.0459  0.045
H6 2.4376 0.6456 -0.2854  0.187
C2 1.4149 -2.4757 -0.4665  0.071
H7 1.3649 -2.3401 -1.5819  0.015
H8 2.3648 -2.9578 -0.2039  0.017
H9 0.6363 -3.0935 -0.0017  0.005
O2 -2.1580 1.4825 1.2661  0.031
H10 -1.5512 1.5554 0.6312  0.005
H11 -3.0009 1.4190 0.8941  0.007
O3 -1.9157 1.4262 -2.5204  0.040
H12 -2.4403 1.4521 -1.7655  0.009
H13 -0.8994 1.3367 -2.1075  0.015
O4 -0.4957 -0.3763 2.3757  0.038
H14 -0.4751 -0.3960 3.3805  0.009
H15 -1.1696 0.3207 2.1466  0.004

## Properties
E_HOMO (alpha / beta): 0.84 / -6.05 eV
Total charge: -1
2S+1: 2
LUMO level (alpha / beta): 3.7 / 3.5 eV

=====

Which of them is the least stable? Correct choice: version Q.

=====

Version P
Molecular formula: C2H6O2S2
Method: DFT, ωB97M-V/def2-TZVPD

Last column: Löwdin charge in e.
Atoms and positions in Å:
C1 -1.4416 0.9327 1.4201  -0.488
S1 -2.0278 -0.1328 0.0812  0.325
S2 -2.9153 1.1627 -1.1942  0.289
H1 -2.2410 1.4879 1.8899  0.026
H2 -0.9409 0.2770 2.1197  0.024
H3 -0.7242 1.6485 1.0239  0.026
H4 -1.9264 1.2888 -2.0960  -0.200
O1 2.6180 -1.9785 -1.7957  0.067
C2 2.3761 -1.1243 -0.9920  -0.407
O2 2.4164 -1.2704 0.3311  0.079
H5 2.0943 -0.1197 -1.3154  0.137
H6 2.7125 -2.1718 0.5274  0.123

## Properties
E_HOMO: -9.13 eV
SMILES string: O=CO.CSS
LUMO level: 0.6 eV

=====

Version Q
Molecular formula: C2H6O2S2
Method: DFT, ωB97M-V/def2-TZVPD

Last column: Löwdin charge in e.
Atoms and positions in Å:
C1 -1.4690 0.9262 1.4184  -0.548
S1 -1.9385 -0.3115 0.2206  0.377
S2 -2.7451 1.0623 -1.2602  0.304
H1 -2.2393 1.6974 1.5124  0.021
H2 -1.4049 0.4574 2.4080  0.033
H3 -0.5327 1.3971 1.1264  0.025
H4 -1.9800 0.5719 -2.2656  -0.209
O1 2.7918 -2.1365 -1.5434  0.077
C2 2.5387 -1.0790 -1.0491  -0.406
O2 2.1004 -0.8786 0.1904  0.076
H5 2.6381 -0.0861 -1.5240  0.143
H6 2.2404 -1.6206 0.7661  0.107

## Properties
E_HOMO: -8.74 eV
SMILES string: O=CO.CSS
LUMO level: 0.2 eV

=====

Which of them is the least stable? Correct choice: version Q.

=====

Version P
Molecular formula: HNO3S
Method: DFT, ωB97M-V/def2-TZVPD

Last column: Löwdin charge in e.
Atoms and positions in Å:
N1 0.3376 0.1177 -1.0166  -0.421
O1 0.0012 -0.4421 -1.9898  0.161
O2 -0.6913 -0.1566 0.0526  -0.572
O3 1.1244 0.9319 -0.7647  0.169
S1 -0.6950 -0.7059 1.5642  0.838
H1 -0.0768 0.2550 2.1543  -0.175

## Properties
E_HOMO: -9.65 eV
LUMO level: 0.0 eV

=====

Version Q
Molecular formula: HNO3S
Method: DFT, ωB97M-V/def2-TZVPD

Last column: Löwdin charge in e.
Atoms and positions in Å:
N1 2.1999 -0.0448 0.1681  -0.415
O1 3.2128 0.0500 -0.3528  0.180
O2 1.7488 -0.7307 1.0097  0.075
O3 1.1767 1.1595 -0.3554  -0.553
S1 -0.1285 1.0728 0.5202  0.773
H1 -0.8768 -0.0769 0.0219  -0.060

## Properties
E_HOMO: -9.56 eV
LUMO level: 0.0 eV

=====

Which of them is the least stable? Correct choice: version P.